Entry 1:
156
Properties=species:S:1:pos:R:3:forces:R:3:lowdin_charge:R:1 method="wB97M-V/def2-TZVPD" smiles="C[C@H]1COC(=O)O1.C[C@H]1COC(=O)O1.C[C@H]1COC(=O)O1.C[C@H]1COC(=O)O1.C[C@H]1COC(=O)O1.C[C@H]1COC(=O)O1.C[C@H]1COC(=O)O1.C[C@H]1COC(=O)O1.C[C@H]1COC(=O)O1.C[C@H]1COC(=O)O1.C1CCOC1.C1CCOC1" e_homo_ev=-10.0 gap_ha=0.37177 total_energy_ha=-4282.4351
H -3.218351 6.103942 2.125965 -0.143 -0.482 0.096 0.12
C 0.714860 -1.533319 4.812332 1.304 -0.762 -0.893 -0.59
H 3.969271 0.969984 -5.576502 -0.427 -0.127 -0.107 0.10
O 4.401292 -2.296518 -1.074194 -0.143 -0.390 -0.555 0.16
C 5.811056 2.125182 3.760655 -0.834 2.720 -2.053 -0.21
H -0.521379 -0.011568 -2.414416 -0.189 0.310 -0.197 0.08
C 6.139218 3.376913 2.745181 -0.781 -1.450 1.171 -0.05
C 1.898783 0.194961 -5.324578 0.750 -0.701 0.171 -0.15
H 0.211986 -5.764211 -2.298833 0.902 1.705 -0.351 0.13
H 3.879506 0.096007 -2.712939 -0.043 0.505 0.144 0.10
H -5.408698 5.460001 3.443770 -0.280 0.163 0.152 0.09
C 4.551443 4.039428 4.247602 0.804 -0.220 0.976 -0.54
C 3.158546 -2.682786 2.314704 -0.097 0.936 -0.760 -0.02
C -4.652902 -2.330259 -5.023914 2.074 0.142 -0.739 -0.17
H -1.622979 -3.596319 -5.747576 0.002 0.143 -0.529 0.11
O -3.293972 4.025697 -2.391670 -0.623 0.445 0.127 0.13
C 2.059940 -4.645405 -1.856087 0.400 -0.848 -1.050 -0.34
H -4.862422 -3.258299 -0.684953 -0.830 0.980 -0.055 0.11
C 3.094784 -4.850920 -2.979695 -0.325 1.692 1.138 -0.03
C -0.308334 6.020189 2.506262 1.435 0.796 0.247 -0.59
H -2.572613 -2.755099 5.241665 -0.033 0.088 0.052 0.10
H 2.211576 -5.478965 -1.175501 0.230 0.213 0.740 0.15
H 6.667903 1.695326 4.246963 0.278 0.084 0.297 0.14
O -1.927992 2.315285 0.881254 -0.793 0.399 0.410 0.13
C 1.030966 4.500070 3.581391 0.279 0.353 1.193 -0.26
C -0.534907 5.820648 -1.308476 -0.022 -1.101 0.677 -0.03
H 1.900077 2.591833 4.068734 -0.311 -0.060 -0.324 0.09
C 4.536420 -3.182398 2.598763 0.218 -1.574 -0.031 -0.31
H 3.359260 -5.882294 -3.018294 0.389 -0.567 -0.628 0.13
O -1.214579 6.743760 2.227505 -0.252 0.122 -0.105 0.13
C 3.199838 0.809206 -4.809588 1.902 -0.392 1.187 -0.13
O 0.934027 6.171453 1.985315 0.005 0.472 -0.607 0.07
H 5.474150 0.435841 2.348541 0.445 0.039 0.006 0.09
H 3.878275 -4.862340 1.352941 -0.301 -0.136 -0.384 0.12
O -0.293166 5.086052 3.429769 -0.665 -1.004 0.203 0.10
H -2.904526 -4.161566 -3.820047 0.082 0.539 -0.288 0.13
C 2.147075 -1.292281 -4.981036 -1.672 1.307 1.818 -0.21
H 4.789627 -0.659995 -3.978249 0.118 -0.016 -0.510 0.11
H -3.683553 -1.893923 -6.926021 0.327 0.107 -0.119 0.10
H 5.216035 -5.279660 2.437573 -0.122 -0.072 0.082 0.13
H 1.142187 -0.605911 -2.290823 0.481 -0.094 -0.444 0.07
O -3.890371 -2.322757 -3.838600 -0.586 0.212 1.081 -0.17
H 2.785831 5.433609 2.672882 0.041 0.462 -0.039 0.12
C -2.387295 -2.964550 4.189453 -1.715 -1.171 0.067 -0.04
C -3.675559 -0.793585 0.488272 -0.665 0.547 -0.998 -0.57
H 0.195147 2.749577 4.432079 -0.924 -0.411 0.847 0.07
H -5.057347 -1.343758 -5.110567 -0.513 0.509 -0.230 0.11
C 4.957984 1.121011 3.010221 -0.796 0.498 0.485 -0.03
H 1.972133 4.756933 -2.067329 0.721 0.335 0.324 0.09
H 1.837115 0.317982 -6.413977 -0.472 0.195 0.376 0.11
C 1.794035 5.113138 2.393781 -0.911 -0.530 1.233 -0.06
O 0.199856 -0.459981 4.222047 -1.618 0.896 -0.501 0.05
H 4.458529 0.552891 3.778953 -0.347 -0.567 0.124 0.08
C -5.217782 -4.349548 1.619327 0.109 0.264 -0.680 -0.01
C 0.019510 4.332547 -1.362098 -1.328 0.717 -0.793 -0.22
C 1.398328 -0.544910 0.397894 0.397 1.218 0.274 0.00
H -0.903092 -2.615269 2.736467 0.600 -0.129 0.104 0.13
H 2.025505 -1.256135 -0.149496 -0.462 -0.023 0.187 0.12
H -4.242757 -4.636578 -1.594595 0.108 0.175 0.155 0.13
C -1.197749 -0.740919 3.818327 1.052 -1.276 0.011 -0.02
O -0.162487 -2.557455 4.762914 0.605 -0.290 -0.462 0.07
C -3.192812 0.149351 -1.548466 -0.335 0.666 -0.356 -0.07
C 4.777598 -4.499416 1.817691 0.884 0.079 0.229 -0.07
O 2.385643 0.477123 0.921900 -1.300 -2.710 1.403 0.09
H 2.936217 -1.692211 2.724308 0.279 -0.101 -0.077 0.08
O 2.466619 -3.405500 -1.299189 -0.245 0.089 0.245 0.06
H 3.048455 -2.676508 1.217384 -0.197 0.154 0.390 0.07
H -4.300955 -5.901268 0.470474 0.525 -0.053 -0.096 0.15
H -0.427128 0.766344 -0.077292 0.952 -0.765 0.010 0.14
C -4.735410 0.234462 -1.329682 0.725 -0.824 0.960 -0.22
C 3.781730 -3.178429 -1.595257 -0.731 0.670 1.133 -0.58
O -1.041792 -3.322024 0.563813 -0.544 -0.790 0.182 0.12
C 0.208050 -0.486902 -1.778089 -0.458 -0.554 0.280 -0.01
H 0.649291 2.592939 2.727581 0.104 -0.420 0.216 0.08
H 0.806732 -0.946953 1.200115 0.396 -0.448 0.615 0.12
C -4.126638 -4.838958 0.638189 -1.679 1.084 -0.166 -0.25
C 1.112737 4.218377 -2.402922 -0.572 -0.186 0.470 -0.02
C -4.115565 -4.002356 -0.708946 -0.125 -2.194 0.931 -0.07
C -4.544394 4.252899 2.023502 1.334 0.029 0.408 -0.29
O 1.867592 -1.593058 5.166662 -1.234 -0.058 0.373 0.12
C -2.687054 3.185225 1.243497 1.606 -0.740 -0.366 -0.55
O 1.444381 1.363849 -0.838287 -1.029 -0.070 0.088 0.04
H -4.022201 4.598925 4.063873 -0.377 -0.274 -0.072 0.11
H -6.191924 -4.312860 1.109885 0.239 -0.271 0.039 0.09
H 4.176127 1.631756 2.414272 0.436 -0.140 0.308 0.07
H -1.721985 -1.851897 -5.450296 0.538 0.762 -0.066 0.09
H 2.434305 -3.357176 2.741014 -0.279 -0.411 0.155 0.09
H -0.150626 -1.491384 -1.533227 -0.139 0.025 0.042 0.09
O -4.863238 -0.598045 -0.106378 -0.374 0.265 -0.396 0.06
H 1.410449 4.929318 4.522193 -0.060 -0.222 -0.327 0.14
O 7.243136 -2.471757 0.553409 -1.149 -0.449 0.414 0.15
H -3.191615 -2.534716 3.596079 -0.407 -0.263 0.029 0.07
C -2.143003 -3.771748 0.369443 0.847 0.964 0.520 -0.57
H 3.093888 1.759463 -4.308669 -0.318 0.326 0.074 0.09
H 0.046356 -4.263925 -1.389338 0.211 0.042 -0.500 0.07
C -3.505479 5.255358 1.502459 -0.986 0.446 -1.061 -0.07
O 5.201354 4.405139 3.091288 -0.958 -0.653 1.727 0.04
H -1.895311 -0.435603 4.582181 -0.057 0.451 0.312 0.13
H -5.089619 2.277999 -1.871866 -0.115 -0.098 0.353 0.09
C -2.239639 4.435257 -2.003632 0.949 -0.853 -0.144 -0.62
H 2.824145 -4.343589 -3.911301 -0.070 -0.523 -0.041 0.14
H 1.386015 3.193581 -2.558613 0.178 -0.530 -0.045 0.06
H -0.010467 6.473798 -2.009409 -0.232 -0.161 -0.113 0.13
H 5.850488 3.097214 1.750244 0.454 -0.287 -0.578 0.12
H -2.724415 1.132305 -1.606845 -0.272 0.197 -0.207 0.12
O -2.362203 4.481988 1.166345 -0.188 -0.412 0.163 0.06
C 0.616319 -4.678590 -2.245165 -1.335 -1.360 1.434 -0.02
H 7.126727 3.780694 2.841641 0.563 0.102 -0.072 0.12
C -2.721273 -3.071186 -3.999458 0.403 -0.241 -0.014 -0.23
O 3.758005 4.679985 4.879026 0.202 0.280 -1.111 0.13
O -1.923037 5.681659 -1.685764 -0.058 0.898 -0.021 0.07
H -5.407618 -3.068891 -5.010175 -1.070 -0.824 0.207 0.10
O 2.795632 -1.273451 -3.720119 0.831 -0.119 -0.072 -0.20
O -2.849689 -3.420479 -0.698676 0.475 0.439 -0.836 0.05
H -5.349198 -0.294028 -2.071719 0.424 0.319 0.022 0.15
O -3.578858 -1.260321 1.587430 0.639 -0.151 -0.117 0.14
C 6.279062 -2.955519 1.075983 0.450 0.514 0.537 -0.54
O 4.989187 2.855187 4.748857 0.571 -0.518 -1.278 0.06
C -5.221227 1.624021 -0.996751 -0.339 -0.280 -0.641 -0.01
H -0.518766 6.283606 -0.318935 0.058 -0.214 -0.086 0.11
H 0.792825 4.659729 -3.332634 -0.256 0.143 -0.388 0.09
H 1.210682 -1.830330 -4.800274 0.074 -0.110 -0.304 0.11
H -1.405317 -0.296424 2.859242 0.048 0.411 -0.138 0.12
H -5.041701 -3.330548 1.967367 0.303 -0.016 -0.109 0.07
O 3.125014 2.440804 0.165500 -0.515 -0.558 0.457 0.10
H -5.298599 -4.998057 2.478407 0.014 -0.248 0.227 0.08
C -1.181713 -2.283372 3.733970 1.204 0.980 1.039 -0.30
C 0.475263 0.257169 -0.509594 1.270 1.598 -0.317 -0.23
H -2.870636 -0.426953 -2.426668 -0.290 -0.236 0.474 0.12
H -3.845948 -3.596100 -6.622330 -0.267 -0.401 -0.196 0.10
C -3.621864 -2.653207 -6.154168 -0.071 0.142 0.166 -0.13
H -5.419715 4.269161 1.436427 -0.964 -0.080 -0.940 0.14
H 0.277833 3.879712 -0.387698 -0.213 0.331 -0.507 0.14
O 5.584797 -2.363963 2.115229 0.634 0.330 -0.695 0.07
C 0.931647 2.973702 3.713898 1.139 1.488 -1.327 0.02
H -2.032753 -2.719920 -3.231396 0.152 -0.130 -0.002 0.10
C 2.367729 1.490415 0.141021 0.414 2.137 -2.340 -0.64
O -2.693078 -0.397650 -0.333869 0.369 -0.741 0.821 0.04
C -2.258788 -2.769757 -5.437657 -1.027 -0.930 0.831 -0.14
C 3.820332 -0.234743 -3.740017 -2.106 -0.032 -0.835 -0.11
H -5.602401 3.737985 3.828929 0.004 -0.051 0.093 0.09
H 0.397231 -4.108100 -3.122904 -0.192 0.243 -0.655 0.06
O -2.834598 -4.588013 1.179039 0.573 -0.232 -0.179 0.09
O 4.208520 -4.094008 -2.435869 0.804 -0.730 -0.964 0.09
H -3.925653 5.600318 0.560365 0.290 0.579 -0.161 0.14
H 1.027101 0.566118 -4.757488 0.320 -0.071 -0.542 0.11
H -6.265204 1.569089 -0.686424 -0.081 0.119 -0.203 0.09
H 2.720886 -1.763702 -5.714876 1.076 -0.899 -1.315 0.10
H -4.668004 2.013939 -0.159539 0.355 0.158 0.174 0.06
H 4.686005 -3.402601 3.660116 0.102 0.470 -0.045 0.16
O 5.770047 -4.179376 0.819025 -0.382 0.270 0.244 0.05
O -3.892169 2.980533 1.768598 -0.272 0.141 0.334 0.09
H -2.396309 -4.083620 4.062426 0.262 1.172 -0.056 0.11
O -1.188563 3.620902 -1.877238 1.361 0.069 0.623 0.06
C -4.923683 4.489769 3.437016 0.685 0.034 0.834 -0.02
H 1.840425 4.402038 1.618347 0.310 -0.879 -1.232 0.10

---

Entry 2:
19
Properties=species:S:1:pos:R:3:forces:R:3:lowdin_charge:R:1 method="wB97M-V/def2-TZVPD" smiles="C=C1C=CC=CC1.O=C(Cl)Cl" e_homo_ev=-8.0 gap_ha=0.29941 total_energy_ha=-1305.1636
C 0.177101 1.300260 1.981435 -3.215 -1.401 -2.387 0.01
H -2.190850 0.950699 0.456504 -1.207 0.752 0.647 0.08
H -2.545088 -0.279244 -1.497125 2.632 0.433 0.679 0.15
H 1.475200 0.851231 -0.467019 2.561 4.002 -2.622 0.07
Cl 1.469539 -0.897021 4.254583 0.190 -0.097 -0.273 0.65
C 1.096380 0.058562 -0.038706 -1.478 -4.962 2.522 -0.12
C -0.473344 -1.027939 -1.653829 0.226 -2.704 -2.424 -0.15
H -0.732005 1.665307 2.544917 1.285 -0.145 -0.766 0.08
H -0.794879 -1.851935 -2.447104 0.722 1.965 1.842 0.15
H 1.105399 1.275980 2.466088 1.177 0.173 0.515 0.01
C -1.329956 0.521288 0.054251 2.175 -0.322 0.045 -0.05
C 0.378065 -1.492980 3.017244 0.094 -0.527 -0.100 -1.27
C -0.026298 0.640660 0.772907 -0.990 1.050 1.150 -0.29
H 1.372318 -1.823965 -1.239626 1.391 -0.913 -0.556 0.08
Cl -1.254750 -1.376414 3.605298 -0.129 -0.099 -0.270 0.66
C 0.727556 -1.014661 -1.122859 0.339 1.534 2.118 -0.05
O 0.707721 -1.987702 1.996705 -0.213 0.296 0.889 0.00
H 1.806882 -0.347689 0.720617 -0.086 0.192 -1.048 0.12
C -1.421977 -0.171712 -1.093573 -5.475 0.775 0.041 -0.13

---

Entry 3:
17
Properties=species:S:1:pos:R:3:forces:R:3:lowdin_charge:R:1 method="wB97M-V/def2-TZVPD" e_homo_ev=-9.9 gap_ha=0.37993 total_energy_ha=-438.1900
H -1.516571 0.865774 -0.718869 0.167 -1.416 -0.038 0.15
H 1.370321 -1.644665 1.340378 -1.515 0.702 -1.085 0.14
H -1.379940 -0.929755 -1.148306 -0.285 0.064 0.476 0.13
C 1.009628 0.266038 -0.728141 0.596 0.041 -4.251 -0.45
O 1.201560 1.591167 -0.767906 0.564 1.680 -0.637 0.07
H -1.187621 0.758989 1.681835 4.058 0.374 0.025 0.14
H 0.568990 -2.103203 -0.227762 -0.752 0.356 1.749 0.13
H -0.274627 -2.036044 1.495349 -0.355 0.301 -0.792 0.08
H 1.588203 1.931747 -1.655560 -0.789 -1.513 2.037 0.19
C 0.069029 -0.180721 0.365359 -1.162 2.604 0.368 -0.55
H 0.292369 1.726678 1.216035 -1.105 -2.714 1.213 0.12
C 0.368757 -1.518692 0.749536 3.615 -4.468 0.590 -0.09
O 1.384473 -0.374778 -1.730339 -0.911 0.319 2.926 0.07
O -2.325753 -0.294392 0.633454 0.702 -4.846 4.932 -0.13
H -1.801626 -1.158366 1.409470 -2.744 3.485 -3.241 0.27
C -1.389105 -0.201068 -0.315673 2.448 2.779 -2.211 -0.30
N -0.013086 0.717076 1.585610 -2.532 2.252 -2.062 0.04